Entry 1:
The following is a DFT calculation (wB97M-V/def2-TZVPD) of a structure of composition C44H41FN7O3PPb.

CARTESIAN COORDINATES (ANGSTROEM)
Pb  -0.0501  -0.4824  -0.0681
C  -2.0328  -1.1505  4.1430
C  -1.1272  -1.9274  4.8448
C  0.0584  -2.3151  4.2331
C  0.3099  -1.9143  2.9315
N  -0.5744  -1.1621  2.2556
C  -1.7134  -0.7893  2.8470
C  1.5431  -2.2976  2.1873
C  2.5328  -3.0922  2.7484
C  3.6322  -3.4567  1.9888
C  3.7276  -3.0146  0.6778
C  2.7178  -2.2139  0.1884
N  1.6524  -1.8624  0.9177
H  -2.9654  -0.8295  4.5845
H  -1.3368  -2.2339  5.8610
H  0.7628  -2.9226  4.7802
H  -2.3910  -0.1801  2.2592
H  2.4525  -3.4363  3.7679
H  4.4020  -4.0849  2.4171
H  4.5620  -3.2873  0.0480
H  2.7502  -1.8416  -0.8285
N  -1.0714  -1.8133  -3.8377
P  -0.7859  -0.2099  -3.6691
C  -1.9724  0.5528  -2.6000
C  -3.0273  -0.2068  -2.0880
C  -3.9687  0.3957  -1.2660
C  -3.8591  1.7455  -0.9601
C  -2.8135  2.5058  -1.4776
C  -1.8719  1.9168  -2.3016
C  -0.6697  0.5412  -5.2591
C  -1.3002  -0.0021  -6.3789
C  -1.2561  0.6767  -7.5852
C  -0.5927  1.8923  -7.6746
C  0.0342  2.4367  -6.5597
C  -0.0044  1.7685  -5.3494
C  -0.9150  -2.8744  -2.9154
C  -0.9368  -4.1658  -3.4359
C  -0.9363  -5.2338  -2.5645
C  -0.9051  -4.9811  -1.1972
C  -0.8307  -3.6730  -0.7826
N  -0.8176  -2.6090  -1.6131
H  -1.4923  -2.0986  -4.7114
H  -3.1273  -1.2542  -2.3403
H  -4.8003  -0.1828  -0.8869
H  -4.6043  2.2168  -0.3328
H  -2.7493  3.5620  -1.2546
H  -1.0769  2.5216  -2.7197
H  -1.8366  -0.9419  -6.3386
H  -1.7445  0.2581  -8.4542
H  -0.5671  2.4210  -8.6179
H  0.5459  3.3863  -6.6364
H  0.4889  2.2004  -4.4854
H  -0.9716  -4.3173  -4.5067
H  -0.9724  -6.2467  -2.9426
H  -0.9399  -5.7817  -0.4726
H  -0.8048  -3.4499  0.2780
F  5.2059  3.6131  1.8125
C  5.2134  3.0800  0.5821
C  4.1210  2.3633  0.1999
C  4.0697  1.7460  -1.0564
C  2.9053  0.9628  -1.4410
O  1.9604  0.7666  -0.6372
C  2.9474  0.4330  -2.7676
C  4.0876  0.5926  -3.5388
N  5.1505  1.2895  -3.1666
C  6.3136  1.3590  -4.0478
C  6.1071  1.5010  -5.5231
C  6.6365  2.6564  -4.7299
C  5.1769  1.8983  -1.9029
C  6.2885  2.6400  -1.4991
C  6.3516  3.2515  -0.2474
N  7.4618  3.9902  0.1391
C  7.4803  4.8167  1.3560
C  8.7545  5.6611  1.3921
N  9.1157  6.0759  -0.0042
C  9.5169  4.8806  -0.8442
C  8.8019  3.6385  -0.3138
C  1.8534  -0.2752  -3.4379
O  1.9282  -0.9889  -4.3870
O  0.5929  0.0044  -2.8521
H  3.2947  2.2610  0.8888
H  4.1352  0.1387  -4.5196
H  7.1258  0.7337  -3.6995
H  5.0980  1.5918  -5.9011
H  6.7807  0.9531  -6.1653
H  5.9597  3.4842  -4.5640
H  7.6787  2.9231  -4.8352
H  7.1014  2.7625  -2.1962
H  7.4554  4.2255  2.2733
H  6.6101  5.4707  1.3565
H  9.6126  5.1200  1.7850
H  8.6076  6.5535  1.9961
H  9.8727  6.7625  0.0124
H  8.3137  6.5418  -0.4322
H  10.5980  4.7758  -0.7771
H  9.2453  5.1099  -1.8721
H  9.3675  3.1942  0.5107
H  8.7745  2.8897  -1.0980

For the LUMO energy, the calculation gives -9.354 eV. For the HOMO-LUMO gap, the calculation gives 0.29148 Eh. The value obtained for the HOMO energy is -17.3 eV. Its charge is +4.

Entry 2:
The following is a DFT calculation (wB97M-V/def2-TZVPD) of a structure of composition C44H41N7O3PSTc.

CARTESIAN COORDINATES (ANGSTROEM)
Tc  2.6424  0.7614  0.0361
O  4.5442  1.1820  3.4193
C  3.7152  1.7038  2.7052
O  3.7757  1.6808  1.3985
C  2.5543  2.4435  3.3388
C  2.7883  2.9444  4.6193
C  1.8206  3.6674  5.2910
C  0.5855  3.8925  4.6965
C  0.3329  3.3839  3.4364
C  1.3048  2.6527  2.7499
P  0.8347  2.0380  1.1066
C  0.3235  3.5223  0.2069
C  -0.9998  3.9481  0.1608
C  -1.3219  5.1309  -0.4868
C  -0.3249  5.8990  -1.0679
C  0.9989  5.4846  -1.0070
C  1.3222  4.2941  -0.3804
C  -0.6517  1.0329  1.3618
C  -0.9237  0.4447  2.5953
C  -1.9824  -0.4447  2.7224
C  -2.7663  -0.7576  1.6215
C  -2.4915  -0.1818  0.3875
C  -1.4361  0.7066  0.2527
H  3.7546  2.7561  5.0662
H  2.0296  4.0614  6.2766
H  -0.1765  4.4610  5.2127
H  -0.6336  3.5542  2.9766
H  -1.7844  3.3569  0.6160
H  -2.3538  5.4534  -0.5331
H  -0.5804  6.8245  -1.5682
H  1.7798  6.0889  -1.4516
H  2.3498  3.9537  -0.3465
H  -0.3129  0.6805  3.4569
H  -2.1961  -0.8876  3.6869
H  -3.5942  -1.4480  1.7218
H  -3.0977  -0.4297  -0.4747
H  -1.2240  1.1494  -0.7169
C  -7.0969  -8.8860  -0.8979
O  -6.3640  -8.5440  0.2698
C  -5.3926  -7.6163  0.1593
C  -4.7000  -7.3191  1.3353
C  -3.6897  -6.3846  1.3223
C  -3.3403  -5.7219  0.1425
C  -4.0365  -6.0244  -1.0217
C  -5.0558  -6.9623  -1.0237
C  -2.2750  -4.7216  0.0952
N  -1.9529  -4.0016  -0.9569
C  -0.9210  -3.2043  -0.5461
C  -0.6088  -3.4386  0.7727
N  -1.4837  -4.4178  1.1734
C  0.4059  -2.7302  1.4756
C  0.7962  -2.9487  2.8051
C  1.8029  -2.1923  3.3452
C  2.4050  -1.1967  2.5722
N  2.0336  -0.9530  1.3224
C  1.0648  -1.7180  0.7587
C  0.7477  -1.4598  -0.6267
N  1.4339  -0.4624  -1.2454
C  1.2150  -0.2318  -2.5340
C  0.2747  -0.9532  -3.2727
C  -0.4542  -1.9355  -2.6545
C  -0.2185  -2.2122  -1.2998
H  -7.8148  -9.6391  -0.5890
H  -6.4414  -9.3021  -1.6657
H  -7.6283  -8.0191  -1.2962
H  -4.9764  -7.8363  2.2438
H  -3.1786  -6.1763  2.2551
H  -3.7683  -5.5147  -1.9370
H  -5.5758  -7.1768  -1.9452
H  -1.5349  -4.8503  2.0782
H  0.3148  -3.7166  3.3979
H  2.1424  -2.3485  4.3590
H  3.2095  -0.5948  2.9718
H  1.8008  0.5668  -2.9670
H  0.1291  -0.7103  -4.3149
H  -1.2067  -2.5064  -3.1825
C  3.8618  3.1497  -3.0903
C  4.4836  2.3173  -1.9598
C  5.4751  1.3041  -2.5423
C  5.1903  3.2307  -0.9544
N  3.4310  1.5736  -1.3169
H  4.6352  3.7229  -3.6040
H  3.1270  3.8442  -2.6768
H  3.3612  2.5023  -3.8134
H  6.2725  1.8254  -3.0738
H  4.9725  0.6317  -3.2389
H  5.9192  0.7104  -1.7430
H  5.9962  3.7804  -1.4443
H  5.6058  2.6463  -0.1347
H  4.4904  3.9522  -0.5289
N  -1.8472  4.4374  -4.2292
C  -0.6505  3.8520  -3.9958
N  0.4318  4.4917  -4.4912
S  -0.5142  2.4147  -3.1500
H  -1.9499  5.2043  -4.8719
H  -2.6694  3.9312  -3.9553
H  0.3749  5.4133  -4.8900
H  1.3364  4.1209  -4.2607

As for the spin multiplicity: 4. For the LUMO energy (alpha / beta), the calculation gives -2.855 / -3.569 eV. For the HOMO-LUMO gap (alpha / beta), the calculation gives 0.25123 / 0.23684 Eh. The value obtained for the HOMO energy (alpha / beta) is -9.7 / -10.0 eV. Its charge is +1.

Entry 3:
The following is a DFT calculation (wB97M-V/def2-TZVPD) of a structure of composition C44H42ClN2O4S2SbSiZr.

CARTESIAN COORDINATES (ANGSTROEM)
Zr  -0.2156  -0.6567  -0.4286
C  -1.6862  -2.4574  3.1970
C  -0.7669  -1.7961  2.2176
N  -0.6386  -2.2276  0.9990
N  -1.2605  -3.3940  0.6153
C  -1.0369  -3.7310  -0.6125
S  -0.1969  -2.8294  -1.8343
S  -1.6413  -5.3077  -1.1158
C  -1.4211  -6.2567  0.4397
C  0.0292  -6.3572  0.8169
C  0.5378  -5.6450  1.8968
C  1.8879  -5.7123  2.2153
C  2.7447  -6.4939  1.4559
C  2.2437  -7.2124  0.3771
C  0.8972  -7.1427  0.0615
C  0.1246  -0.7182  2.6494
C  -0.0356  -0.0979  3.8956
C  0.8934  0.7868  4.3922
C  2.0559  1.0317  3.6646
C  2.2467  0.4449  2.4334
C  1.2723  -0.3861  1.8703
O  1.4452  -0.8656  0.6466
H  -2.1160  -3.3463  2.7475
H  -2.4936  -1.7679  3.4536
H  -1.1536  -2.7194  4.1104
H  -1.8452  -7.2332  0.2046
H  -2.0161  -5.7761  1.2105
H  -0.1255  -5.0289  2.4919
H  2.2721  -5.1483  3.0565
H  3.7974  -6.5450  1.7029
H  2.9075  -7.8229  -0.2221
H  0.5114  -7.6929  -0.7899
H  -0.9110  -0.3286  4.4905
H  0.7211  1.2784  5.3405
H  2.8158  1.6900  4.0692
H  3.1366  0.6348  1.8466
Cl  -5.7333  -1.8155  -5.1712
C  -4.6762  -1.5332  -3.8240
C  -4.9859  -2.0967  -2.5721
C  -4.1840  -1.8780  -1.4862
C  -3.0010  -1.1075  -1.5829
O  -2.2846  -0.8792  -0.5317
C  -2.6865  -0.5714  -2.8714
C  -1.5120  0.1923  -3.0864
O  -0.5530  0.2931  -2.2968
C  -3.5567  -0.7731  -3.9667
H  -5.8785  -2.7018  -2.4771
H  -4.4271  -2.3016  -0.5201
H  -1.4406  0.7368  -4.0342
H  -3.3051  -0.3385  -4.9273
C  3.9723  1.1617  -2.9798
Sb  2.4063  -0.0025  -2.0595
C  3.7317  -1.5907  -1.4624
C  1.9200  -0.9304  -3.9626
H  4.5666  0.5060  -3.6148
H  4.6018  1.6023  -2.2073
H  3.5385  1.9619  -3.5794
H  4.2488  -1.9774  -2.3392
H  3.1605  -2.3806  -0.9793
H  4.4638  -1.1985  -0.7544
H  2.7903  -1.4868  -4.3078
H  1.6825  -0.1528  -4.6916
H  1.0747  -1.6073  -3.8844
O  -0.5194  1.1382  0.2771
Si  -0.2663  2.7344  0.2978
C  -1.2215  3.6133  -1.0695
C  -2.3361  3.0232  -1.6690
C  -3.0808  3.6952  -2.6286
C  -2.7186  4.9787  -3.0128
C  -1.6195  5.5887  -2.4215
C  -0.8844  4.9127  -1.4574
C  1.5283  3.2960  0.0905
C  2.3371  3.5616  1.1974
C  3.6366  4.0291  1.0502
C  4.1485  4.2628  -0.2179
C  3.3540  4.0318  -1.3334
C  2.0637  3.5462  -1.1766
C  -0.9133  3.3624  1.9490
C  -1.8132  2.5781  2.6730
C  -2.3223  3.0098  3.8898
C  -1.9307  4.2359  4.4093
C  -1.0436  5.0352  3.7004
C  -0.5466  4.6019  2.4789
H  -2.6307  2.0230  -1.3653
H  -3.9490  3.2217  -3.0724
H  -3.2947  5.5075  -3.7617
H  -1.3324  6.5920  -2.7119
H  -0.0286  5.4037  -1.0053
H  1.9364  3.4144  2.1925
H  4.2452  4.2239  1.9252
H  5.1581  4.6359  -0.3390
H  3.7400  4.2434  -2.3228
H  1.4477  3.3876  -2.0563
H  -2.1116  1.6160  2.2697
H  -3.0265  2.3924  4.4354
H  -2.3177  4.5705  5.3641
H  -0.7417  5.9965  4.0983
H  0.1403  5.2366  1.9271

For the LUMO energy, the calculation gives -0.829 eV. For the HOMO-LUMO gap, the calculation gives 0.26715 Eh. The value obtained for the HOMO energy is -8.1 eV.